A molecular structure, C42H41ClMgO2P2 at a distorted geometry. Source: the OMol25 dataset; level of theory: wB97M-V/def2-TZVPD.

Computed properties:
E_HOMO (spin up / spin down): -4.761 / -4.464 eV
E: -3118.1657 Eh
M: 699.49 g mol⁻¹
Energy relative to the best compared isomer or geometry (same formula, charge and spin): 0.0 kcal per mole
LUMO energy (spin up / spin down): -0.01 / -0.01 eV

XYZ file:
```
89
C42H41ClMgO2P2 (wB97M-V/def2-TZVPD)
Mg 0.1341 -1.9215 -3.7230
C 0.9234 -1.5908 -5.7987
C 0.0411 -0.5604 -5.6603
C -1.3686 -0.5388 -6.1127
C -2.0637 -1.8363 -5.7242
C -1.6612 -2.4784 -4.4630
C -0.8275 -3.5803 -4.3481
C 0.3505 -3.9307 -5.1954
C 0.7105 -2.9669 -6.3111
C -1.4402 -0.8371 1.2699
H 1.9904 -1.3401 -5.8753
H 0.4809 0.4331 -5.6603
H -1.5126 -0.4053 -7.1977
H -1.8452 0.3545 -5.6670
H -3.1076 -1.6038 -5.5573
H -1.9767 -2.5649 -6.5327
H -2.2014 -2.1735 -3.5539
H -1.0011 -4.2769 -3.5412
H -0.0167 -4.8384 -5.6800
H 1.2387 -4.1962 -4.5884
H 1.6769 -3.3250 -6.6997
H 0.0271 -3.0018 -7.1676
H -0.3952 -1.1515 1.3251
H -1.9844 -1.2394 2.1410
H -1.4973 0.2627 1.2157
P 0.4113 1.2347 -2.2757
P -2.2255 -1.4893 -0.1886
C -0.9348 -0.0120 -2.5010
C -1.9899 -0.4875 -1.6687
C 0.0759 2.8757 -2.8472
C -0.5117 3.0519 -4.1078
C -0.5956 4.3341 -4.6402
C -0.1094 5.4139 -3.8837
C 0.4326 5.2463 -2.5978
C 0.5285 3.9598 -2.0851
C 1.9827 0.6995 -2.9442
C 2.1046 -0.6454 -3.2060
C 3.3319 -1.2978 -3.3487
C 4.3363 -0.5122 -3.8926
C 4.0905 0.8413 -4.1465
C 2.9417 1.4557 -3.6566
C -3.9902 -1.5996 0.1870
C -4.7356 -0.4040 0.1472
C -6.0777 -0.4335 0.5280
C -6.6749 -1.6459 0.8923
C -5.9325 -2.8286 0.8994
C -4.5849 -2.8161 0.5597
C -1.6657 -3.1978 -0.5087
C -0.4674 -3.6362 0.0610
C -0.0240 -4.9326 -0.1406
C -0.7450 -5.8037 -0.9446
C -1.9428 -5.3866 -1.5148
C -2.4122 -4.0979 -1.2905
H -1.3247 0.2690 -3.5133
H -3.0051 -0.2464 -2.0644
H -0.8885 2.1862 -4.6621
H -1.0493 4.4751 -5.6277
H -0.1753 6.4231 -4.3092
H 0.7715 6.1022 -2.0077
H 0.9630 3.8211 -1.0909
H 1.4558 -0.8577 -4.0086
H 3.4193 -2.3768 -3.2756
H 5.2747 -0.9488 -4.2132
H 4.8508 1.4468 -4.6236
H 2.7768 2.5040 -3.8612
H -4.2476 0.5338 -0.1236
H -6.6439 0.4969 0.5521
H -7.7331 -1.6728 1.1440
H -6.3874 -3.7738 1.1843
H -3.9869 -3.7254 0.6188
H 0.1372 -2.9643 0.6685
H 0.8751 -5.2804 0.3572
H -0.4097 -6.8321 -1.1021
H -2.5104 -6.0528 -2.1617
H -3.3642 -3.7906 -1.7275
Cl 3.2069 3.3315 4.9270
C 2.7017 2.5815 3.4714
C 1.5103 2.9737 2.8501
C 1.0651 2.2967 1.7207
C 1.8221 1.2175 1.2550
C 3.0362 0.8403 1.8460
C 3.4946 1.5470 2.9487
C 1.3315 0.4968 0.0899
O 0.5632 1.3703 -0.6987
O 1.5341 -0.6768 -0.2349
H 0.9409 3.7901 3.2787
H 0.1661 2.6137 1.2056
H 3.5861 0.0292 1.3814
H 4.4439 1.2742 3.4018
```